# 1
Computed, not measured: C32H55Br12IO5S as an isolated structure, with ωB97M-V/def2-TZVPD.

Structure (XYZ):
```
106
C32H55Br12IO5S, DFT ωB97M-V/def2-TZVPD
C -3.576 2.399 -4.454
C -2.362 2.043 -3.962
C -1.994 0.891 -3.060
O -1.374 1.504 -1.891
S -0.545 0.488 -1.002
O 0.533 -0.043 -1.785
O -0.192 1.174 0.205
C -1.704 -0.816 -0.619
C -0.948 -1.968 0.057
C -0.628 -1.691 1.536
C -0.813 -2.921 2.418
C -0.461 -2.635 3.884
C 1.045 -2.529 4.139
C 1.384 -1.921 5.502
C 0.919 -0.464 5.656
C 1.694 0.253 6.773
C 2.999 0.851 6.253
C 3.863 1.471 7.371
C 3.594 2.977 7.597
C 4.851 3.866 7.582
C 4.596 5.195 6.864
C -2.420 -1.266 -1.904
O -1.517 -1.942 -2.744
C -1.749 -3.316 -2.954
C -0.716 -3.808 -3.965
O -0.549 -2.922 -5.043
C 0.567 -2.045 -4.944
C 1.672 -2.454 -5.895
C -3.100 -0.085 -2.677
C -3.707 -0.694 -3.935
C -3.091 -0.840 -5.103
C -4.281 0.453 -1.784
C -4.277 1.898 -1.253
C -3.675 2.130 0.140
I -6.365 2.503 -1.106
H -4.005 3.381 -4.259
H -4.168 1.752 -5.091
H -1.502 2.660 -4.238
H -1.208 0.303 -3.546
H -2.464 -0.481 0.082
H -1.638 -2.818 0.036
H -0.043 -2.221 -0.491
H -1.251 -0.886 1.936
H 0.405 -1.346 1.613
H -1.858 -3.245 2.391
H -0.176 -3.750 2.096
H -0.829 -3.474 4.486
H -1.002 -1.758 4.248
H 1.514 -1.909 3.372
H 1.457 -3.543 4.115
H 2.473 -1.924 5.611
H 0.971 -2.522 6.318
H 1.088 0.048 4.705
H -0.145 -0.463 5.899
H 1.075 1.061 7.173
H 1.920 -0.468 7.564
H 2.777 1.642 5.532
H 3.594 0.084 5.749
H 3.678 0.930 8.302
H 4.913 1.334 7.106
H 2.880 3.339 6.851
H 3.110 3.095 8.570
H 5.644 3.349 7.036
H 5.198 4.059 8.598
H 5.446 5.869 6.985
H 3.692 5.682 7.232
H 4.487 5.006 5.794
H -3.230 -1.949 -1.620
H -1.586 -3.876 -2.023
H -2.766 -3.511 -3.311
H -1.070 -4.757 -4.381
H 0.233 -4.018 -3.460
H 0.931 -1.966 -3.918
H 0.213 -1.046 -5.222
H 2.469 -1.705 -5.877
H 1.307 -2.495 -6.921
H 2.115 -3.409 -5.608
H -4.736 -1.025 -3.833
H -3.677 -0.935 -6.009
H -2.013 -0.912 -5.167
H -5.189 0.302 -2.361
H -4.397 -0.191 -0.906
H -3.871 2.616 -1.952
H -4.450 2.064 0.901
H -3.294 3.150 0.190
H -2.833 1.487 0.366
C 0.961 -5.195 -9.556
Br -0.453 -3.917 -9.306
Br 2.329 -4.519 -10.724
Br 1.690 -5.769 -7.873
H 0.530 -6.063 -10.033
C -1.434 6.003 0.725
Br -3.190 6.306 -0.010
Br -0.885 4.183 0.477
Br -0.143 7.229 -0.001
H -1.496 6.190 1.787
C 2.916 -4.352 -0.815
Br 2.591 -4.507 1.075
Br 2.362 -2.634 -1.473
Br 4.751 -4.728 -1.252
H 2.313 -5.101 -1.307
C 1.975 6.074 -3.603
Br 2.759 5.926 -5.351
Br 1.007 7.720 -3.389
Br 0.866 4.561 -3.177
H 2.784 6.082 -2.887
```

Computed properties:
Spin multiplicity = 1
Highest occupied orbital energy = -8.74 eV
DFT total energy = -903754.010 eV
Charge = 0
Frontier orbital gap = 8.67 eV

---

# 2
Computed, not measured: one molecule with the formula C32H55N3O2, with ωB97M-V/def2-TZVPD.

Structure (XYZ):
```
92
C32H55N3O2, DFT ωB97M-V/def2-TZVPD
C -0.724 -4.958 4.149
C -2.173 -4.490 3.954
C -2.347 -2.983 4.130
C -2.013 -2.481 5.528
C -1.947 -0.947 5.565
C -0.651 -0.400 4.933
C -0.886 0.531 3.730
C 0.195 0.412 2.661
C -0.070 1.365 1.488
C 0.586 0.945 0.138
C -0.315 -0.214 -0.363
C -0.170 -0.761 -1.795
C -0.766 -2.162 -1.973
C -0.208 -2.872 -3.209
C -0.447 -2.090 -4.501
C -1.934 -1.872 -4.824
C -2.198 -1.818 -6.330
C 2.104 0.604 0.328
C 2.884 1.593 1.314
N 3.819 1.034 2.258
C 2.628 -0.823 0.617
C 2.182 -2.007 -0.183
N 2.978 -2.547 -1.001
C 2.661 0.979 -1.052
O 3.732 0.747 -1.490
O 1.762 1.695 -1.752
C 0.673 2.127 -0.913
C 0.946 3.531 -0.334
C 1.712 4.563 -1.190
C 0.954 5.048 -2.438
C 3.162 4.226 -1.528
C -0.548 2.259 -1.819
C -1.815 2.457 -1.304
C -2.880 2.552 -2.175
C -2.645 2.459 -3.534
N -1.435 2.300 -4.056
C -0.421 2.206 -3.202
H -0.550 -5.289 5.171
H -0.508 -5.802 3.497
H -0.015 -4.159 3.935
H -2.482 -4.741 2.938
H -2.835 -5.019 4.639
H -3.389 -2.728 3.915
H -1.745 -2.464 3.379
H -1.022 -2.848 5.806
H -2.741 -2.840 6.253
H -2.037 -0.608 6.597
H -2.813 -0.555 5.029
H -0.026 -1.231 4.605
H -0.132 0.174 5.698
H -1.867 0.355 3.284
H -0.898 1.567 4.078
H 0.282 -0.625 2.340
H 1.134 0.705 3.136
H -1.151 1.425 1.363
H 0.246 2.356 1.803
H -0.178 -1.047 0.325
H -1.353 0.084 -0.237
H -0.735 -0.117 -2.459
H 0.868 -0.760 -2.120
H -0.637 -2.770 -1.076
H -1.845 -2.067 -2.120
H -0.659 -3.860 -3.302
H 0.870 -2.988 -3.085
H -0.008 -2.670 -5.315
H 0.052 -1.123 -4.462
H -2.257 -0.929 -4.378
H -2.526 -2.665 -4.365
H -1.339 -1.390 -6.846
H -2.364 -2.816 -6.733
H -3.054 -1.193 -6.577
H 2.177 2.179 1.886
H 3.453 2.285 0.701
H 3.418 0.369 2.900
H 4.662 0.679 1.838
H 3.703 -0.788 0.463
H 2.441 -1.061 1.666
H 1.212 -2.452 0.022
H 2.562 -3.383 -1.405
H 1.461 3.486 0.622
H -0.019 3.986 -0.108
H 1.777 5.433 -0.530
H 1.118 6.118 -2.563
H -0.118 4.902 -2.329
H 1.308 4.558 -3.343
H 3.736 3.971 -0.639
H 3.630 5.126 -1.935
H 3.258 3.454 -2.284
H -1.988 2.540 -0.242
H -3.886 2.704 -1.814
H -3.472 2.523 -4.227
H 0.558 2.062 -3.633
```

Computed properties:
Spin multiplicity = 1
Highest occupied orbital energy = -9.36 eV
DFT total energy = -42641.662 eV
Charge = 0
Frontier orbital gap = 9.87 eV

---

# 3
Computed, not measured: a 7-piece molecular cluster, C32H55NO20P2 overall, with ωB97M-V/def2-TZVPD.

Structure (XYZ):
```
110
C32H55NO20P2, DFT ωB97M-V/def2-TZVPD
C 3.536 -3.324 -0.422
C 3.946 -3.058 -2.004
O 2.797 -2.825 -2.893
P 2.158 -1.191 -2.696
O 1.236 -1.238 -1.407
C 0.987 -0.907 -4.209
C -0.497 -1.614 -3.904
C -1.479 -0.470 -3.197
N -2.933 -0.799 -3.479
C -3.837 -0.364 -2.333
O -4.252 0.906 -2.216
O -4.310 -1.346 -1.340
P -3.115 -1.590 -0.078
O -2.518 -0.152 0.305
O -1.889 -2.680 -0.718
O -3.873 -2.278 1.339
O 3.480 -0.060 -2.612
C 3.033 1.308 -2.312
C 2.676 1.555 -0.702
H 3.393 -2.347 0.206
H 2.525 -3.922 -0.444
H 4.433 -3.973 0.025
H 4.443 -4.079 -2.371
H 4.801 -2.250 -2.091
H 0.889 0.216 -4.526
H 1.455 -1.555 -5.092
H -1.052 -1.917 -4.913
H -0.325 -2.558 -3.196
H -1.195 0.550 -3.698
H -1.318 -0.437 -2.027
H -3.229 -0.345 -4.387
H -2.214 -3.068 -1.583
H -3.651 -1.674 2.129
H 3.973 2.014 -2.520
H 2.168 1.702 -3.021
H 3.172 0.741 0.001
H 1.503 1.358 -0.620
H 2.877 2.658 -0.366
O 5.006 -0.843 2.448
C 4.212 -1.397 3.190
C 3.387 -0.720 4.243
C 2.922 -1.886 5.078
C 2.876 -3.011 4.078
O 3.919 -2.730 3.146
H 2.551 -0.203 3.764
H 3.991 -0.023 4.829
H 1.964 -1.713 5.575
H 3.669 -2.106 5.850
H 1.925 -3.048 3.536
H 3.053 -3.983 4.548
O -1.420 6.160 1.008
C -2.220 5.373 0.529
C -3.660 5.249 0.925
C -4.039 3.916 0.330
C -3.124 3.815 -0.862
O -1.932 4.502 -0.482
H -4.226 6.070 0.476
H -3.772 5.250 2.011
H -5.097 3.838 0.068
H -3.807 3.116 1.044
H -3.541 4.304 -1.749
H -2.888 2.776 -1.108
O -7.358 6.209 -0.110
C -7.598 5.335 -0.925
C -8.093 5.561 -2.322
C -8.578 4.188 -2.712
C -7.690 3.281 -1.901
O -7.411 4.001 -0.701
H -7.259 5.891 -2.947
H -8.903 6.293 -2.339
H -8.526 3.994 -3.786
H -9.622 4.064 -2.396
H -6.743 3.066 -2.407
H -8.185 2.336 -1.658
O -2.694 12.402 2.678
C -2.332 11.238 2.632
C -2.302 10.385 1.401
C -2.167 8.999 1.979
C -1.426 9.249 3.266
O -1.854 10.538 3.703
H -1.433 10.660 0.797
H -3.224 10.491 0.825
H -1.654 8.297 1.317
H -3.163 8.594 2.197
H -0.341 9.271 3.123
H -1.668 8.503 4.028
O 0.606 -4.474 4.122
C 0.968 -5.639 4.077
C 0.998 -6.492 2.845
C 1.133 -7.878 3.423
C 1.874 -7.627 4.710
O 1.446 -6.338 5.147
H 1.867 -6.217 2.241
H 0.076 -6.385 2.269
H 1.646 -8.580 2.761
H 0.137 -8.283 3.641
H 2.959 -7.605 4.568
H 1.632 -8.374 5.472
O 5.178 -7.127 -0.782
C 6.088 -6.926 -1.569
C 7.299 -7.794 -1.737
C 8.228 -6.893 -2.512
C 7.274 -6.025 -3.290
O 6.123 -5.889 -2.457
H 7.023 -8.684 -2.310
H 7.723 -8.071 -0.770
H 8.933 -7.435 -3.148
H 8.807 -6.276 -1.815
H 6.968 -6.486 -4.235
H 7.697 -5.038 -3.497
```

Computed properties:
Spin multiplicity = 1
Highest occupied orbital energy = -9.56 eV
DFT total energy = -95092.248 eV
Charge = 0
Frontier orbital gap = 9.01 eV
SMILES = CCOP(=O)(CCCNC(=O)OP(=O)(O)O)OCC.O=C1CCCO1.O=C1CCCO1.O=C1CCCO1.O=C1CCCO1.O=C1CCCO1.O=C1CCCO1

---

# 4
Computed, not measured: C32H55NO2P2STc as an isolated structure, with ωB97M-V/def2-TZVPD.

Structure (XYZ):
```
94
C32H55NO2P2STc, DFT ωB97M-V/def2-TZVPD
Tc 0.000 0.000 0.000
C 1.472 -0.180 1.245
O 2.347 -0.272 2.029
C 0.677 1.885 -0.366
O 1.150 2.933 -0.571
P 1.300 -0.749 -1.994
C 0.294 -0.793 -3.576
H 0.962 -1.101 -4.389
C 2.711 0.389 -2.479
H 2.198 1.360 -2.478
C 1.912 -2.519 -1.894
H 0.960 -3.048 -1.749
C -2.138 -0.488 3.037
P -1.766 0.634 1.592
H -4.001 1.266 0.689
H -2.466 -1.403 2.530
C -1.902 2.366 2.277
H -2.783 2.384 2.931
C 3.797 0.455 -1.396
H 4.438 1.326 -1.573
H 4.433 -0.435 -1.421
H 3.367 0.541 -0.396
C 3.338 0.195 -3.868
H 3.909 -0.734 -3.929
H 4.031 1.022 -4.064
H 2.595 0.192 -4.670
C 2.588 -3.093 -3.147
H 2.024 -2.897 -4.064
H 2.683 -4.180 -3.041
H 3.596 -2.689 -3.273
C 2.765 -2.794 -0.648
H 2.884 -3.876 -0.522
H 2.304 -2.390 0.254
H 3.763 -2.358 -0.743
C -0.846 -1.816 -3.476
H -0.471 -2.841 -3.411
H -1.490 -1.748 -4.360
H -1.464 -1.633 -2.590
C -0.242 0.609 -3.895
H -0.853 0.991 -3.069
H -0.866 0.579 -4.796
H 0.565 1.327 -4.066
C -3.269 0.004 3.949
H -4.160 0.297 3.384
H -2.948 0.865 4.545
H -3.558 -0.790 4.647
C -0.877 -0.853 3.834
H -0.490 -0.001 4.398
C -2.673 0.724 -0.940
H -0.083 -1.208 3.174
H -1.115 -1.648 4.550
C -3.953 -0.884 0.511
H -1.901 -0.060 -1.165
H -3.413 0.574 -1.737
H -2.240 1.719 -1.054
C -3.265 0.485 0.461
H -4.722 -0.938 -0.269
H -4.442 -1.063 1.473
H -3.237 -1.693 0.334
C -2.101 3.403 1.165
H -1.273 3.377 0.451
H -2.129 4.407 1.605
H -3.039 3.254 0.621
C -0.646 2.695 3.098
H 0.252 2.570 2.485
H -0.548 2.051 3.975
H -0.688 3.735 3.443
H -4.458 -0.602 -3.582
H -3.970 -0.804 -4.105
N 0.750 0.800 1.642
S 1.790 1.530 3.050
C 1.162 1.071 4.480
C 0.858 2.165 5.303
C 0.476 1.908 6.554
C 0.032 0.706 6.995
C 0.221 -0.371 6.240
C 1.213 -0.237 5.145
C 3.604 0.971 3.081
C 4.357 0.231 1.956
C 5.363 -0.444 2.265
C 5.994 -0.116 3.396
C 5.306 0.570 4.367
C 4.059 1.043 4.168
H 0.076 0.532 2.157
H 0.823 3.178 4.825
H 0.618 2.667 7.248
H -0.363 0.601 7.977
H -0.115 -1.337 6.477
H 1.052 -1.028 4.485
H 3.870 0.011 1.065
H 5.758 -1.156 1.621
H 7.016 -0.390 3.516
H 5.751 0.738 5.305
H 3.522 1.606 4.868
```

Computed properties:
Spin multiplicity = 4
Highest occupied orbital energy (spin up / spin down) = -18.92 / -18.76 eV
DFT total energy = -71212.194 eV
Charge = +4
ΔE to the lowest compared entry with this formula, charge and spin = 1455.38 kJ/mol
Frontier orbital gap (spin up / spin down) = 5.20 / 3.04 eV